(1)
C8H11O3 in the gas phase, computed with ωB97M-V/def2-TZVPD.

- total energy (eV) = -14612.4998
- frontier orbital gap (spin up / spin down) (eV) = 7.27 / 8.81
- relative energy (zero: lowest compared OMol25 entry of this formula, charge and spin) (kcal/mol) = 4.3
- HOMO (spin up / spin down) (eV) = -6.61 / -8.84
- spin multiplicity = 2

Positions of all 22 atoms, in Å:
C -3.078 0.285 0.354
C -1.599 0.274 0.186
C -0.868 -0.855 0.576
C 0.475 -0.953 0.314
C 1.237 0.135 -0.377
C 0.415 1.372 -0.610
C -0.912 1.388 -0.359
C 1.979 -0.316 -1.640
O 2.287 0.440 0.557
O 1.624 0.525 1.865
O 1.269 -1.910 0.840
H -3.503 1.208 -0.046
H -3.534 -0.564 -0.168
H -3.363 0.210 1.410
H -1.370 -1.685 1.091
H 2.179 -0.099 2.378
H 0.985 2.239 -0.942
H -1.487 2.292 -0.580
H 1.284 -0.726 -2.377
H 2.493 0.548 -2.068
H 2.721 -1.066 -1.362
H 0.766 -2.741 0.958


(2)
C8H11P in the gas phase, computed with ωB97M-V/def2-TZVPD.

- total energy (eV) = -17757.9017
- frontier orbital gap (spin up / spin down) (eV) = 5.93 / 6.95
- relative energy (zero: lowest compared OMol25 entry of this formula, charge and spin) (kcal/mol) = 48.7
- HOMO (spin up / spin down) (eV) = -4.94 / -8.92
- spin multiplicity = 3

Positions of all 20 atoms, in Å:
C -0.417 -0.881 1.066
C 0.019 -1.446 -0.063
C -0.097 1.443 0.352
C -0.469 0.563 1.298
C 0.354 0.876 -1.000
C 0.414 -0.605 -1.189
C -0.905 0.914 2.642
C 1.439 -1.054 -2.205
P -0.924 0.437 -2.287
H -0.636 -1.518 1.872
H 0.228 -2.513 -0.181
H 0.023 2.498 0.619
H 1.033 1.460 -1.510
H -0.138 0.723 3.279
H -1.791 0.277 3.062
H -1.247 2.034 2.814
H 1.820 -0.292 -2.921
H 1.141 -1.924 -2.724
H 2.262 -1.378 -1.639
H -2.109 0.388 -1.284


(3)
C8H12 in the gas phase, computed with ωB97M-V/def2-TZVPD.

- total energy (eV) = -8488.3562
- frontier orbital gap (eV) = 9.45
- SMILES = C=C/C(=C\C)C(=C)C
- relative energy (zero: lowest compared OMol25 entry of this formula, charge and spin) (kcal/mol) = 28.3
- HOMO (eV) = -8.46

Positions of all 20 atoms, in Å:
C 1.554 -1.576 -0.602
C 0.751 -0.881 0.502
C 1.224 -0.876 1.752
C 0.135 1.542 0.335
C -0.123 0.251 0.061
C -1.354 -0.090 -0.692
C -1.768 -1.312 -1.002
C -0.534 2.784 -0.212
H 0.956 -1.739 -1.500
H 2.278 -0.817 -0.900
H 2.063 -2.463 -0.246
H 0.794 -0.150 2.433
H 1.917 -1.600 2.146
H 1.011 1.701 0.958
H -1.852 0.718 -1.223
H -1.195 -2.164 -0.643
H -2.712 -1.577 -1.446
H -1.056 2.495 -1.129
H -1.441 2.924 0.384
H 0.144 3.622 -0.244


(4)
C8H12 in the gas phase, computed with ωB97M-V/def2-TZVPD.

- total energy (eV) = -8482.7636
- frontier orbital gap (eV) = 4.29
- relative energy (zero: lowest compared OMol25 entry of this formula, charge and spin) (kcal/mol) = 157.2
- HOMO (eV) = -5.70

Positions of all 20 atoms, in Å:
C 3.113 0.800 -0.705
C 2.110 0.361 0.267
C 2.147 -0.754 1.302
C -0.571 0.235 0.267
C 0.660 0.678 0.090
C -3.568 0.112 -1.047
C -2.923 -0.857 -0.163
C -1.746 -0.349 0.588
H 2.971 1.880 -0.846
H 3.976 0.543 -0.111
H 3.237 0.226 -1.582
H 1.694 -1.691 0.838
H 1.538 -0.538 2.220
H 3.139 -1.080 1.736
H 0.776 1.658 -0.497
H -2.957 0.336 -1.998
H -3.988 1.089 -0.683
H -4.430 -0.410 -1.563
H -3.235 -1.841 0.189
H -1.941 -0.399 1.699


(5)
C8H12 in the gas phase, computed with ωB97M-V/def2-TZVPD.

- total energy (eV) = -8485.9507
- frontier orbital gap (eV) = 9.69
- SMILES = CC(C)=CCC1C=C1
- relative energy (zero: lowest compared OMol25 entry of this formula, charge and spin) (kcal/mol) = 83.7
- HOMO (eV) = -8.57

Positions of all 20 atoms, in Å:
C 3.022 -0.737 -0.562
C 2.385 0.598 -0.131
C 0.940 0.981 -0.047
C -0.037 -0.220 0.161
C 2.897 -0.469 0.741
C -2.175 -1.359 0.245
C -2.275 1.049 -0.315
C -1.382 -0.143 -0.051
H 3.087 -1.419 -1.328
H 2.999 1.541 -0.142
H 0.654 1.746 -0.903
H 0.731 1.623 0.752
H 0.341 -1.184 0.541
H 3.102 -0.800 1.720
H -3.034 -1.303 0.792
H -1.411 -2.013 0.510
H -2.585 -1.858 -0.651
H -1.524 1.889 -0.234
H -2.505 0.959 -1.374
H -3.231 1.122 0.275


(6)
A molecular structure, C8H12, computed with ωB97M-V/def2-TZVPD.

- total energy (eV) = -8486.0913
- frontier orbital gap (eV) = 9.40
- relative energy (zero: lowest compared OMol25 entry of this formula, charge and spin) (kcal/mol) = 80.5
- HOMO (eV) = -8.41

Positions of all 20 atoms, in Å:
C 0.894 -0.700 0.106
C 1.281 0.603 -0.485
C 1.687 -1.733 0.222
C 2.284 1.406 -0.714
C -0.546 -0.507 0.481
C -0.762 0.712 -0.384
C -1.565 -1.697 -0.009
C -1.357 1.849 0.385
H 1.307 -2.642 0.578
H 2.700 -1.811 -0.182
H 2.166 2.451 -1.017
H 3.380 1.110 -0.701
H -0.606 -0.253 1.562
H -1.097 0.623 -1.432
H -1.200 -2.195 -0.833
H -2.560 -1.259 -0.158
H -1.635 -2.311 0.974
H -1.840 2.665 -0.206
H -0.404 2.213 0.824
H -2.126 1.475 0.991


Which value of total energy does entry 3 give?
-8488.3562 eV